(1)
Below is a single C5H10N2O2 molecule, with properties calculated with the ωB97M-V functional and the def2-TZVPD basis.

Geometry as XYZ:
```
19
Properties=species:S:1:pos:R:3:forces:R:3
C 2.8625 -0.7020 -0.4457 0.218 -0.178 -0.215
N 1.8953 -0.0603 0.4358 -0.140 0.644 0.153
C 0.5629 -0.4480 0.4064 0.386 0.459 0.080
N 0.3145 -1.7867 0.5971 -0.101 -0.386 0.397
C -0.4006 0.4867 0.2229 -2.217 -0.555 0.085
O -0.0349 1.8272 0.0781 -0.370 0.140 -0.356
C -1.8521 0.0912 0.1252 1.411 -0.086 0.697
C -2.7787 1.0534 -0.5680 -0.056 -0.103 -0.359
O -2.2796 -0.9625 0.6025 0.092 0.422 -0.511
H 2.6355 -1.7591 -0.6176 -0.104 0.275 0.178
H 2.8747 -0.1920 -1.4150 0.080 -0.172 -0.047
H 3.8619 -0.6352 -0.0079 -0.115 -0.017 -0.044
H 1.9453 0.9565 0.3336 -0.010 -0.524 0.183
H 0.9036 -2.1239 1.3543 -0.030 -0.144 -0.318
H -0.6743 -1.9656 0.8014 0.407 0.164 -0.205
H -0.8000 2.3736 0.3228 0.524 -0.266 -0.092
H -3.0863 1.8312 0.1350 -0.078 0.088 -0.106
H -2.2880 1.5001 -1.4372 -0.007 0.155 0.196
H -3.6619 0.5151 -0.9236 0.111 0.084 0.283
```
Forces are in eV/Å.

Calculated values
structure (SMILES): CN/C(N)=C(\O)C(C)=O
charge: 0
energy above the lowest of the compared OMol25 structures with the same formula, charge and spin: 1.612 eV
maximum force: 2.29 eV/Å
calculated total energy: -12421.861 eV

Löwdin population analysis, charges in e, atoms 1 to 2: number 1, C, carries -0.092; number 2, N, carries -0.017

---

(2)
Below is 8 unconnected molecules or ions with the total composition C24H52O24S5, with properties calculated with the ωB97M-V functional and the def2-TZVPD basis.

Geometry as XYZ:
```
105
Properties=species:S:1:pos:R:3:forces:R:3
C -35.0419 7.5680 -8.1795 -4.585 -2.959 -1.241
C -35.5504 7.3063 -9.6369 -2.493 0.364 2.543
O -35.9345 5.9598 -9.7821 -1.273 -2.428 -0.925
S -36.6437 5.4817 -11.3010 2.439 6.344 1.823
C -37.5812 4.1247 -10.8093 4.451 -5.645 -8.180
O -37.4665 6.6834 -11.5223 0.233 -2.610 -0.838
O -35.4535 5.2843 -12.0780 -1.101 -1.063 -0.616
H -34.3957 6.7507 -7.8938 -0.514 -0.367 0.828
H -35.9753 7.9175 -7.6495 1.486 -1.063 0.476
H -34.4578 8.3370 -8.3295 3.100 4.381 -0.249
H -36.3903 8.0030 -9.8416 0.335 -0.537 0.014
H -34.7801 7.5718 -10.2266 2.632 0.447 -2.676
H -38.4140 3.8968 -11.5322 1.357 0.103 0.414
H -37.9325 4.4564 -10.0426 -4.409 3.506 9.244
H -36.8383 3.2575 -10.5537 -1.603 1.473 -0.803
C -37.2939 7.2825 -19.9721 -1.155 1.406 5.272
C -36.1419 6.9605 -18.9413 -1.007 -0.245 1.108
O -36.5510 7.3386 -17.5199 1.111 -0.217 0.122
S -35.2841 7.2900 -16.4259 -2.404 -4.879 -1.028
C -36.1363 7.2404 -14.8599 -2.047 0.135 0.384
O -34.6135 5.9655 -16.5856 -1.021 2.692 0.179
O -34.5753 8.4828 -16.5625 1.554 1.921 -0.106
H -37.5705 8.4191 -19.7115 0.416 -2.515 -0.698
H -38.1585 6.6368 -19.6749 0.504 0.615 -1.011
H -36.9376 7.2548 -20.9452 0.463 -0.481 -1.807
H -35.7416 5.9277 -18.7636 -0.506 0.868 -1.076
H -35.4242 7.6746 -19.2326 1.628 0.405 0.002
H -36.8548 6.4160 -14.6922 0.673 -0.291 -0.993
H -36.8653 8.0948 -14.7028 1.684 -0.333 -0.190
H -35.3832 7.0464 -14.0930 0.067 0.696 -0.093
C -38.4354 3.7720 -17.6107 -2.018 3.011 1.505
C -39.4354 2.8306 -16.9356 2.657 -0.055 4.725
O -40.1548 3.6686 -16.0388 -3.091 -0.166 1.919
S -41.4303 2.9275 -15.1995 0.159 3.910 -1.599
C -41.5018 3.8779 -13.6491 3.391 -0.250 -3.120
O -42.6763 3.1247 -15.9298 1.639 -0.056 0.882
O -41.0619 1.6324 -14.8246 0.964 -2.797 0.312
H -39.0681 4.5011 -18.4516 2.095 -1.816 2.884
H -37.8420 3.1571 -18.1142 2.563 -2.549 -2.950
H -37.6403 4.2166 -16.8549 -2.349 -0.066 -1.439
H -40.0704 2.4268 -17.5922 -2.427 -1.579 -2.834
H -39.1224 1.9035 -16.1693 0.244 2.228 -2.562
H -40.5850 4.0995 -13.1390 0.502 -0.780 0.190
H -42.2253 3.3338 -13.2546 -2.924 -2.420 2.843
H -41.8954 4.7572 -13.9231 -1.564 3.445 -0.984
C -34.1541 1.3847 -9.8539 -3.410 -0.828 -0.063
C -32.9524 0.9035 -10.6744 -1.263 -0.415 4.652
O -33.3336 0.0095 -11.6536 1.070 -1.089 -2.936
S -31.9493 -0.6403 -12.3634 0.960 2.092 -2.839
C -32.5321 -2.0892 -13.2147 -1.729 -0.436 -0.837
O -31.4157 0.3646 -13.3660 -1.813 -2.989 3.051
O -31.1893 -1.0917 -11.2669 1.537 -0.031 1.207
H -34.0091 2.1948 -9.1506 0.857 0.437 -0.258
H -34.5747 0.5843 -9.1208 0.680 0.871 -1.664
H -35.0839 1.7484 -10.4954 1.979 -0.874 0.972
H -32.2505 1.6534 -10.7395 1.105 2.425 -2.517
H -32.3363 0.4079 -9.9407 -0.090 -1.211 0.581
H -32.0057 -2.5989 -14.0623 0.645 1.295 0.998
H -33.2972 -1.5251 -13.7490 -0.874 -0.869 -0.268
H -32.9242 -2.9549 -12.6003 0.298 1.653 -0.102
C -35.6466 -4.8056 -16.2805 -2.223 2.414 -1.480
C -35.4384 -3.2179 -16.3116 3.643 -3.602 4.590
O -34.1081 -3.1759 -16.7964 1.603 1.393 -2.653
S -33.5883 -1.6111 -17.3033 -1.816 -2.093 4.341
C -32.0314 -1.9950 -17.8412 1.217 3.599 -5.002
O -34.4036 -1.1213 -18.3411 -0.501 0.381 -0.900
O -33.6385 -1.1062 -15.9608 0.575 2.286 -0.240
H -34.8029 -5.3646 -16.0338 1.364 -0.722 0.508
H -36.0693 -5.1032 -17.2802 0.890 0.194 0.704
H -36.4727 -4.9727 -15.6389 -0.573 -0.567 1.082
H -36.0812 -2.9777 -17.0109 -3.345 2.429 -3.178
H -35.4913 -2.6951 -15.2775 -0.278 -0.876 -1.907
H -32.2943 -2.7706 -18.4913 0.449 -1.820 -0.865
H -31.2553 -2.0938 -17.2010 1.690 -1.058 2.658
H -31.4393 -1.1605 -18.6446 -2.653 -1.745 2.360
O -31.2319 1.3519 -18.5546 -1.096 1.864 2.239
C -31.7177 2.1322 -17.7219 -0.254 -2.635 -1.794
O -31.3228 3.3376 -17.4659 1.975 0.298 -0.202
C -32.1118 3.9794 -16.4843 -1.121 -0.871 0.079
C -33.2385 2.9331 -16.0985 2.061 0.275 -0.456
O -32.8192 1.8539 -16.9934 -0.911 -0.743 0.265
H -31.4899 4.2317 -15.6430 0.118 0.689 0.045
H -32.5674 4.7234 -17.1074 -0.192 1.283 0.927
H -34.1397 3.4541 -16.4897 -0.061 -1.211 0.931
H -33.1712 2.5213 -15.0116 -0.515 0.966 -2.002
O -37.6262 3.9426 -14.3692 1.347 -5.370 -0.058
C -37.1535 2.7431 -14.3992 -0.906 7.347 -3.127
O -36.8623 2.0830 -13.3504 -1.317 -1.151 1.903
C -36.0160 1.0571 -13.6790 7.058 4.141 -4.540
C -36.0188 0.9708 -15.2840 -10.693 0.352 6.683
O -36.6626 2.2008 -15.5748 -0.394 1.379 1.223
H -34.8726 1.5353 -13.5604 -2.648 -1.326 0.480
H -36.0297 0.1922 -13.2094 -0.965 -3.796 2.578
H -36.7915 0.2256 -15.4864 0.492 -0.504 -0.694
H -35.2019 0.8278 -15.6811 8.270 -1.145 -4.110
O -37.8280 -1.7305 -12.6307 -1.961 -0.992 -1.556
C -38.5276 -2.3631 -13.4257 3.935 1.917 2.466
O -39.7683 -2.6659 -13.3293 -0.958 1.040 3.537
C -40.2223 -3.3433 -14.4127 7.721 -0.837 -0.809
C -38.8847 -3.8037 -15.1523 -1.440 -0.221 1.175
O -37.9993 -2.8857 -14.5149 1.213 -0.800 -1.554
H -40.8409 -3.9778 -14.1037 -5.067 -5.615 1.997
H -40.5658 -2.6674 -14.9726 -3.614 4.898 -4.824
H -39.0033 -3.5015 -16.1923 0.429 -0.578 -0.064
H -38.5639 -4.8741 -14.9689 -0.356 1.320 -0.380
```
Forces are in eV/Å.

Calculated values
structure (SMILES): CCOS(C)(=O)=O.CCOS(C)(=O)=O.CCOS(C)(=O)=O.CCOS(C)(=O)=O.CCOS(C)(=O)=O.O=C1OCCO1.O=C1OCCO1.O=C1OCCO1
charge: 0
energy above the lowest of the compared OMol25 structures with the same formula, charge and spin: 1.533 eV
maximum force: 12.61 eV/Å
calculated total energy: -129031.128 eV

Löwdin population analysis, charges in e, atoms 1 to 2: number 1, C, carries -0.032; number 2, C, carries -0.298

---

(3)
Below is 2 unconnected molecules or ions with the total composition C3H10NOS, with properties calculated with the ωB97M-V functional and the def2-TZVPD basis.

Geometry as XYZ:
```
16
Properties=species:S:1:pos:R:3:forces:R:3
C -2.4822 -0.1281 -1.4858 0.940 0.693 -0.601
N -1.6290 0.2919 -0.3653 -0.492 -0.940 -0.253
C -0.4156 -0.4884 -0.0406 -1.034 0.811 0.589
C 0.8055 0.0772 -0.7313 0.769 -0.749 -0.073
S 2.3889 -0.6448 -0.1495 -0.657 0.154 -0.509
H -2.7752 0.7343 -2.1014 -0.257 0.079 0.573
H -3.3629 -0.6327 -1.1359 -0.363 -0.457 -0.055
H -1.9327 -0.6897 -2.2482 -0.027 -0.612 0.336
H -1.5133 1.2801 -0.4316 0.678 0.443 0.249
H -0.3564 -0.5406 1.0477 0.693 0.236 -0.075
H -0.5632 -1.5485 -0.2410 -0.100 0.048 -0.757
H 1.0211 1.1436 -0.6043 -0.515 0.081 0.376
H 0.6095 -0.0305 -1.8048 0.614 -0.119 -0.030
H 0.1559 1.1236 2.6250 0.576 -0.450 -0.419
H -1.1537 0.7852 1.7733 0.137 -0.276 -0.438
O -0.7784 1.2355 2.5222 -0.961 1.060 1.085
```
Forces are in eV/Å.

Calculated values
charge: 0
energy above the lowest of the compared OMol25 structures with the same formula, charge and spin: 0.896 eV
maximum force: 1.80 eV/Å
spin multiplicity: 2
calculated total energy: -17643.902 eV

Löwdin population analysis, charges in e, atoms 1 to 2: number 1, C, carries -0.121; number 2, N, carries -0.133